# 1
Density functional theory data (ωB97M-V/def2-TZVPD) for one molecule with the formula C5H8O2.

The HOMO energy comes out at -9.71 eV. The value obtained for the total energy is -9407.716 eV. Its HOMO-LUMO gap is 10.67 eV. As for the energy above the lowest of the compared OMol25 structures with the same formula, charge and spin: 204.2 kJ/mol.

Each line ends with the natural charge from an NBO analysis.
Cartesian coordinates (Å):
O  -0.992789  1.753402  -0.055270  -0.717
C  0.199561  1.058334  0.313548  0.023
C  0.557696  0.584003  -1.074056  -0.308
C  0.415366  -0.737436  -1.171019  -0.128
C  0.514044  -1.335787  0.206210  -0.458
C  -0.149607  -0.261548  1.077860  0.081
O  -1.538148  -0.453143  1.048090  -0.726
H  -1.008630  1.259819  -0.995329  0.490
H  0.950560  1.676365  0.814280  0.192
H  0.822995  1.328989  -1.817308  0.235
H  0.228184  -1.313388  -2.069192  0.219
H  1.583382  -1.391829  0.455305  0.212
H  0.082956  -2.328028  0.322829  0.226
H  0.215433  -0.272546  2.113612  0.168
H  -1.881002  0.432794  0.830440  0.490

Forces on the atoms, in the same order (eV/Å):
O -0.05 -0.64 -1.94
C 0.58 -0.41 -0.34
C 1.49 -0.68 -0.06
C 0.19 0.14 -0.14
C -0.05 -0.20 0.15
C 0.37 -0.08 0.00
O -0.20 0.13 0.17
H -1.43 2.02 2.42
H -0.41 0.18 0.03
H -0.39 -0.20 -0.20
H 0.51 0.05 -0.05
H -0.18 -0.18 0.01
H -0.15 0.07 0.09
H 0.00 0.07 -0.16
H -0.27 -0.25 0.04



# 2
Density functional theory data (ωB97M-V/def2-TZVPD) for one molecule with the formula C4H11N3.

The HOMO energy comes out at -9.22 eV. The value obtained for the total energy is -8794.683 eV. Its HOMO-LUMO gap is 10.19 eV. As for the energy above the lowest of the compared OMol25 structures with the same formula, charge and spin: 283.3 kJ/mol.

Each line ends with the natural charge from an NBO analysis.
Cartesian coordinates (Å):
H  3.623519  0.310396  1.679089  0.327
N  2.940967  0.119052  2.384060  -0.590
C  1.789917  0.478845  2.063882  0.251
N  1.266910  0.674063  0.718069  -0.694
C  0.302881  -0.496621  0.426718  -0.225
C  -0.194287  -0.712884  -1.030604  -0.421
C  -1.165765  0.399526  -1.480720  -0.210
N  -2.557050  0.001419  -1.060926  -0.862
H  1.189122  0.047329  2.896289  0.151
H  0.793275  1.603972  0.592412  0.372
H  -0.687275  -0.464856  0.956180  0.186
H  0.842701  -1.311446  0.945918  0.207
H  0.696891  -0.715853  -1.651198  0.213
H  -0.671367  -1.717029  -1.095892  0.214
H  -0.883532  1.333066  -0.999593  0.185
H  -1.219737  0.554962  -2.624432  0.177
H  -3.154754  0.771233  -1.383931  0.357
H  -2.912422  -0.875181  -1.335321  0.363

Forces on the atoms, in the same order (eV/Å):
H 0.66 0.00 -1.02
N 1.52 0.97 0.40
C -1.51 -2.58 0.22
N -1.32 0.58 -0.20
C -0.79 0.34 1.26
C 1.29 0.28 0.25
C -1.35 -1.85 -1.35
N 0.98 3.19 0.79
H -1.31 1.26 -0.67
H 0.57 -1.31 0.39
H 0.88 0.61 0.31
H -0.38 -0.18 -1.11
H 0.02 -0.11 -0.44
H 0.28 0.70 0.06
H -0.26 0.15 -0.04
H 0.82 -0.21 1.63
H -0.12 -0.88 0.32
H 0.02 -0.98 -0.79



# 3
Density functional theory data (ωB97M-V/def2-TZVPD) for a 8-piece molecular cluster, C27H55NO14S2 overall.

The HOMO energy comes out at -9.34 eV. The value obtained for the total energy is -80709.609 eV. Its HOMO-LUMO gap is 9.39 eV. As for the energy above the lowest of the compared OMol25 structures with the same formula, charge and spin: 159.5 kJ/mol.

Each line ends with the Löwdin charge.
Cartesian coordinates (Å):
O  -0.132517  -0.101416  1.412953  -0.270
S  0.131133  -1.414238  0.750903  0.751
O  0.361361  -2.594837  1.604497  -0.258
O  -0.909770  -1.761219  -0.466890  -0.213
C  -0.539870  -1.093651  -1.656466  -0.163
C  1.041937  -1.186346  -1.668030  -0.145
O  1.425227  -1.221235  -0.276952  -0.212
H  -1.057378  -1.480206  -2.534454  0.137
H  -0.722795  -0.021732  -1.581448  0.123
H  1.498761  -0.328400  -2.161320  0.125
H  1.328627  -2.069819  -2.238462  0.119
O  -6.239501  -2.285191  -2.851010  -0.249
S  -5.653905  -1.903057  -4.138038  0.763
O  -4.920746  -0.604474  -4.169356  -0.266
O  -4.688851  -3.149494  -4.733993  -0.187
C  -5.237749  -3.829912  -5.794613  -0.226
C  -6.296742  -2.909732  -6.361027  -0.195
O  -6.720565  -2.055895  -5.343012  -0.182
H  -4.491383  -4.026680  -6.564231  0.135
H  -5.648090  -4.810684  -5.554187  0.132
H  -7.114262  -3.442528  -6.846706  0.140
H  -5.832478  -2.314370  -7.147216  0.130
C  0.313713  -6.434150  -1.356818  -0.062
N  -1.137063  -6.316942  -1.112208  0.002
C  -2.075498  -7.148409  -1.608269  -0.528
C  -3.512714  -6.787643  -1.146433  -0.007
O  -1.866251  -8.175604  -2.282479  0.012
H  0.555806  -7.483242  -1.186895  0.083
H  0.885495  -5.875311  -0.615962  0.077
H  0.740267  -6.148384  -2.318316  0.078
H  -1.485382  -5.446330  -0.736983  0.127
H  -4.215828  -7.576447  -1.413864  0.076
H  -3.925301  -5.898510  -1.623206  0.070
H  -3.443356  -6.679264  -0.064061  0.077
C  3.684056  -0.627767  7.266959  -0.198
C  2.768017  -0.246603  6.132428  -0.172
C  1.406382  -0.620248  6.675815  -0.214
O  1.505482  -0.253757  8.036321  -0.156
C  2.849629  -0.547957  8.517016  -0.174
H  4.601797  -0.040101  7.289128  0.109
H  4.085648  -1.637051  7.176637  0.107
H  3.026253  -0.810237  5.235925  0.112
H  2.887951  0.816596  5.924283  0.115
H  1.212668  -1.692888  6.673069  0.121
H  0.602514  -0.079789  6.176008  0.122
H  2.789997  -1.425684  9.160558  0.117
H  3.194923  0.329109  9.064389  0.114
C  1.587181  5.686735  -2.566827  -0.158
C  1.502550  5.646118  -4.117197  -0.158
C  1.423277  4.128304  -4.314560  -0.204
O  0.462212  3.785150  -3.319330  -0.159
C  0.761674  4.444742  -2.098435  -0.198
H  1.174518  6.660332  -2.302416  0.102
H  2.612706  5.593678  -2.209429  0.103
H  2.398895  6.070540  -4.569467  0.106
H  0.618953  6.149684  -4.509336  0.112
H  2.350617  3.621543  -4.047474  0.115
H  1.111928  3.744846  -5.286219  0.119
H  1.277736  3.986657  -1.254671  0.109
H  -0.196700  4.775653  -1.698298  0.112
C  6.955704  -2.349879  -5.391978  -0.200
C  7.392481  -2.217987  -4.006858  -0.203
C  6.752802  -3.453394  -3.404427  -0.191
O  5.741700  -3.919730  -4.308338  -0.128
C  5.530962  -2.873515  -5.199229  -0.228
H  7.647742  -2.968588  -5.963268  0.123
H  6.928136  -1.373273  -5.875274  0.114
H  6.994131  -1.342751  -3.493655  0.116
H  8.480798  -2.157546  -4.009742  0.119
H  6.242802  -3.183222  -2.479762  0.115
H  7.493748  -4.232911  -3.227089  0.121
H  4.903717  -2.016114  -4.955264  0.117
H  5.066405  -3.453450  -5.996693  0.125
C  -4.870447  0.929340  2.016316  -0.194
C  -5.232264  2.312561  1.524475  -0.157
C  -4.493354  3.182299  2.593749  -0.192
O  -4.599132  2.413044  3.781820  -0.154
C  -4.721824  1.013081  3.516646  -0.192
H  -3.921921  0.650810  1.557164  0.106
H  -5.593363  0.168724  1.721432  0.111
H  -6.296917  2.530618  1.608544  0.107
H  -4.940925  2.503953  0.491712  0.108
H  -4.954128  4.161406  2.724560  0.116
H  -3.434031  3.225170  2.340584  0.111
H  -5.643412  0.610165  3.936666  0.115
H  -3.834219  0.505201  3.893883  0.118
C  0.288085  5.237540  5.318144  -0.180
C  0.892664  5.379022  3.942138  -0.175
C  0.510056  6.786200  3.422764  -0.180
O  0.372231  7.452786  4.685614  -0.166
C  -0.344270  6.580660  5.574833  -0.197
H  1.056046  5.015749  6.059181  0.111
H  -0.497381  4.483181  5.363807  0.110
H  0.560081  4.600436  3.255632  0.104
H  1.975583  5.327717  4.055081  0.106
H  -0.388343  6.745769  2.806857  0.113
H  1.368882  7.249881  2.937459  0.117
H  -1.410409  6.653126  5.359877  0.119
H  -0.093613  6.941670  6.572310  0.120

Forces on the atoms, in the same order (eV/Å):
O 0.39 -3.66 -2.19
S 1.10 0.89 1.55
O -0.89 2.66 -2.37
O 0.00 -0.25 1.58
C 2.01 1.51 -0.05
C -1.40 -0.28 -0.40
O -1.05 -0.28 0.38
H 0.15 -0.38 0.37
H -0.63 0.00 0.15
H -0.12 0.12 0.32
H 0.39 -0.32 0.62
O 0.97 0.48 -2.88
S 1.25 1.01 1.37
O -1.92 -3.80 -0.51
O 0.30 1.95 2.22
C -0.80 -1.01 -1.39
C 0.70 -0.12 -1.91
O -0.34 0.81 1.72
H 0.25 0.23 0.15
H -0.06 0.05 0.70
H -0.27 0.10 0.57
H -0.04 0.29 -0.01
C -0.12 -0.77 0.73
N 1.07 0.85 -0.53
C -1.18 -1.99 -1.04
C 0.60 -0.35 -0.32
O 0.18 1.97 1.14
H 0.11 0.00 -0.20
H -0.39 0.12 0.19
H -0.73 0.08 -0.34
H 0.17 -0.15 0.05
H 0.37 -0.20 0.16
H 0.37 0.31 0.17
H -0.44 0.19 0.00
C 1.54 -1.25 0.02
C 0.33 -0.57 -0.74
C 0.44 0.26 0.28
O -0.07 0.47 1.03
C -1.15 1.32 -0.32
H -0.20 0.39 0.21
H -0.26 -0.28 -0.36
H -0.06 0.14 -0.16
H -0.44 0.03 -0.05
H 0.03 -0.24 -0.63
H -0.14 -0.05 0.31
H 0.34 -0.08 -0.13
H -0.36 -0.14 0.53
C -0.45 0.40 -0.59
C 1.12 -0.97 0.26
C -0.31 0.42 0.67
O -0.24 -1.67 0.37
C -0.44 2.54 -0.71
H 0.07 -0.18 0.72
H 0.03 0.22 -0.17
H -0.06 0.13 -0.06
H -0.01 -0.13 0.10
H 0.47 0.19 -0.16
H -0.32 0.19 0.12
H 0.25 -1.09 -0.57
H -0.11 -0.10 0.04
C -1.17 1.49 -2.46
C 0.70 0.12 1.17
C 0.02 -0.52 1.24
O 0.32 0.11 1.78
C 0.82 -1.07 -2.19
H -0.41 -0.38 -0.04
H 0.10 0.07 -0.28
H 0.05 0.20 -0.26
H 0.00 -0.23 0.63
H 0.23 -0.22 0.32
H -0.27 -0.25 0.04
H -0.40 -0.14 0.83
H 0.01 0.83 -0.76
C 0.38 -0.94 -1.13
C 0.05 0.98 0.86
C -0.31 -1.42 -0.89
O -0.37 0.38 1.00
C -0.25 0.78 -0.62
H 0.11 -0.09 -0.04
H -0.01 0.00 -0.02
H -0.12 -0.17 0.01
H 0.15 0.01 0.10
H 0.24 -0.05 0.19
H 0.15 0.53 -0.19
H 0.15 0.17 0.67
H -0.14 -0.16 0.07
C -0.93 -0.57 0.37
C 0.44 -0.35 -1.26
C 1.00 -0.95 1.98
O -0.75 0.93 -0.50
C 1.17 1.12 -0.18
H -0.16 -0.06 0.00
H 0.24 -0.31 0.03
H 0.17 -0.13 0.00
H 0.01 -0.07 -0.33
H -0.18 0.39 0.04
H -0.39 0.11 -0.33
H -0.13 -0.22 0.13
H -0.48 0.09 0.03



# 4
Density functional theory data (ωB97M-V/def2-TZVPD) for C32H29BrClIrN4O2S2 as an isolated structure.

The HOMO energy comes out at -12.78 eV. The value obtained for the total energy is -150771.633 eV. Its HOMO-LUMO gap is 4.98 eV. As for the energy above the lowest of the compared OMol25 structures with the same formula, charge and spin: 0.0 kJ/mol. The net charge is +2.

Each line ends with the Löwdin charge.
Cartesian coordinates (Å):
Ir  0.073226  0.020798  -0.100895  0.659
S  2.332581  -0.069545  -0.276742  0.727
C  2.853004  1.502348  0.124565  -0.583
N  4.060673  1.767237  0.531042  -0.052
C  4.442674  3.156125  0.845470  -0.057
C  3.783374  4.082796  -0.135412  -0.057
N  2.332283  3.841433  -0.132236  -0.058
C  1.473180  5.043443  -0.264063  -0.078
C  1.620718  5.913035  0.957525  -0.236
C  2.162093  7.187351  0.847612  -0.037
C  2.307191  7.979746  1.979194  -0.050
C  1.918552  7.495313  3.218357  -0.053
C  1.377017  6.219876  3.331328  -0.056
C  1.225431  5.430649  2.203503  -0.039
C  1.874999  2.630574  -0.012281  -0.570
S  0.207239  2.265121  -0.027582  0.735
C  5.069576  0.726502  0.852645  -0.081
C  5.485989  0.858649  2.292733  -0.240
C  4.551799  0.624570  3.299857  -0.037
C  4.918503  0.762681  4.627917  -0.055
C  6.219549  1.129307  4.954138  -0.053
C  7.152033  1.355932  3.953793  -0.050
C  6.784484  1.224618  2.620972  -0.035
H  5.526029  3.227201  0.779986  0.150
H  4.148142  3.377980  1.873396  0.157
H  4.155277  3.937875  -1.152818  0.158
H  3.944957  5.117605  0.159168  0.143
H  0.449051  4.714523  -0.419474  0.091
H  1.803600  5.565656  -1.163249  0.147
H  2.458137  7.571152  -0.122206  0.121
H  2.719957  8.975216  1.889452  0.118
H  2.029588  8.113596  4.098719  0.117
H  1.062224  5.848904  4.297363  0.114
H  0.782875  4.443210  2.293076  0.107
H  5.911228  0.877433  0.175458  0.147
H  4.628788  -0.243886  0.640021  0.087
H  3.540101  0.320479  3.046865  0.108
H  4.196751  0.573833  5.411122  0.114
H  6.506669  1.230023  5.991987  0.117
H  8.166400  1.631126  4.208228  0.117
H  7.517030  1.391956  1.839387  0.121
C  -2.981136  0.923541  0.355415  -0.015
O  -2.078827  -0.150346  -0.010711  -0.298
C  -2.529112  -1.454556  0.228975  -0.205
C  -3.827127  -1.775896  0.568757  -0.034
C  -4.154742  -3.118870  0.742341  -0.656
Br  -5.923589  -3.563127  1.190536  0.840
C  -3.208622  -4.116857  0.603688  -0.028
C  -1.896108  -3.780641  0.286188  -0.065
C  -1.582673  -2.450177  0.088059  -0.194
O  -0.306235  -2.059252  -0.324881  -0.153
C  -0.852285  -4.797943  0.109552  -0.277
N  -0.976971  -5.874974  -0.583120  0.219
C  0.275778  -6.488024  -0.541236  -0.208
C  0.685289  -7.693870  -1.103859  0.006
C  1.987243  -8.090130  -0.876281  -0.064
C  2.866766  -7.312445  -0.108528  -0.069
C  2.476747  -6.107342  0.444999  -0.019
C  1.168899  -5.713507  0.200714  -0.187
N  0.447993  -4.570127  0.582273  0.125
H  -3.195654  0.870961  1.421178  0.121
H  -3.886705  0.840601  -0.239615  0.114
H  -2.473360  1.850510  0.113370  0.057
H  -4.589520  -1.024206  0.700946  0.112
H  -3.466429  -5.157620  0.739398  0.130
H  0.311742  -2.826131  -0.253538  0.118
H  -0.002260  -8.292079  -1.685286  0.122
H  2.341100  -9.024124  -1.290422  0.112
H  3.875377  -7.667269  0.054155  0.111
H  3.158825  -5.513008  1.038703  0.110
H  0.610844  -4.119369  1.473435  0.169
Cl  0.177381  -0.395862  2.098770  0.131

Forces on the atoms, in the same order (eV/Å):
Ir -0.20 -0.52 0.09
S 0.10 -0.01 -0.09
C 0.01 -0.02 0.01
N -0.03 0.00 0.02
C 0.00 0.00 0.01
C 0.00 0.00 -0.02
N 0.00 -0.01 0.01
C 0.01 0.00 -0.01
C 0.00 0.00 0.00
C 0.00 0.00 0.00
C 0.00 0.00 0.00
C 0.00 0.00 0.00
C 0.00 0.00 0.00
C 0.00 0.00 0.00
C -0.05 -0.01 0.01
S 0.09 0.29 0.08
C 0.00 0.01 -0.01
C 0.00 0.00 0.00
C 0.00 0.00 0.00
C 0.00 0.00 0.00
C 0.00 0.00 0.00
C 0.00 0.00 0.00
C 0.00 0.00 0.00
H 0.00 0.00 -0.01
H 0.01 0.00 0.00
H 0.01 0.02 0.00
H 0.00 0.00 0.01
H 0.00 0.00 0.00
H 0.00 0.00 0.00
H 0.00 0.00 0.00
H 0.00 0.00 0.00
H 0.00 0.00 0.00
H 0.00 0.00 0.00
H 0.00 0.00 0.00
H 0.00 -0.01 0.00
H 0.00 0.00 0.01
H 0.00 0.00 0.00
H 0.00 0.00 0.00
H 0.00 0.00 0.00
H 0.00 0.00 0.00
H 0.00 0.00 0.00
C 0.02 0.01 0.03
O 0.01 0.01 -0.06
C -0.03 -0.02 0.04
C -0.01 -0.01 0.00
C -0.02 0.04 0.01
Br 0.01 0.00 0.00
C 0.06 -0.02 0.00
C -0.09 -0.02 0.02
C 0.08 0.04 -0.02
O -0.04 0.04 -0.23
C -0.11 -0.12 -0.09
N -0.05 0.06 0.06
C 0.12 -0.06 0.02
C -0.04 0.03 0.00
C 0.04 0.00 0.01
C 0.00 -0.03 -0.02
C -0.03 0.06 -0.01
C 0.02 -0.10 0.00
N 0.12 0.20 -0.06
H 0.00 -0.01 0.00
H 0.00 0.00 0.00
H -0.01 0.00 -0.01
H 0.00 0.01 0.00
H -0.01 0.00 0.00
H 0.05 0.03 0.10
H 0.00 0.00 0.00
H 0.00 0.00 0.00
H 0.00 0.00 0.00
H 0.00 0.00 0.00
H -0.06 -0.08 0.06
Cl 0.03 0.19 0.07